No. 1
15
Properties=species:S:1:pos:R:3 method="wB97M-V/def2-TZVPD" relative_energy_kcal_mol=44.2 charge=0 e_lumo_ev=-0.964
C 0.093 0.573 -1.492
C 0.802 1.156 -0.508
C -0.652 -0.691 -1.457
C 0.875 0.856 0.820
C -1.426 -1.085 -2.470
P -0.151 -0.279 1.722
P 0.810 -0.049 3.639
H 0.186 1.050 -2.572
H 1.456 1.921 -0.728
H -0.630 -1.403 -0.700
H 1.759 1.346 1.208
H -1.710 -0.263 -3.245
H -1.869 -1.989 -2.494
H 0.760 -1.364 3.918
H -0.305 0.218 4.359

=====

No. 2
14
Properties=species:S:1:pos:R:3 method="wB97M-V/def2-TZVPD" smiles="C=C(C)CC=S" relative_energy_kcal_mol=69.5 charge=0 e_lumo_ev=-0.173
C -0.095 -0.244 -1.161
C -0.287 -0.327 0.308
C 0.271 1.109 -1.760
C -1.379 -0.458 1.135
C 1.077 -0.321 1.154
S 0.698 2.364 -0.886
H 0.799 -1.027 -1.511
H -0.996 -0.627 -1.836
H -2.460 -0.639 1.223
H -0.085 1.306 -2.788
H -1.317 -0.473 2.227
H 1.111 0.757 1.483
H 1.777 -0.431 0.432
H 0.887 -0.989 1.978

=====

No. 3
14
Properties=species:S:1:pos:R:3 method="wB97M-V/def2-TZVPD" relative_energy_kcal_mol=120.6 charge=0 e_lumo_ev="0.358 / 0.313"
C 0.824 0.596 -0.077
C 0.437 -0.245 -1.030
C -1.407 -0.423 2.024
C -0.811 0.890 1.819
C 1.168 -0.405 -2.297
S -2.433 0.765 1.208
H 1.737 1.189 0.024
H -0.476 -0.908 -0.704
H -1.026 -1.179 1.476
H -1.773 -0.856 2.984
H -0.375 1.722 2.365
H 0.530 -0.589 -3.196
H 1.669 0.563 -2.436
H 1.939 -1.118 -2.161

=====

No. 4
14
Properties=species:S:1:pos:R:3 method="wB97M-V/def2-TZVPD" relative_energy_kcal_mol=145.9 charge=0 e_lumo_ev=0.881
C 3.149 -0.013 0.098
C 2.566 -0.632 0.920
C -0.203 -0.672 -0.675
C -1.101 1.676 1.295
C -1.081 -1.419 -1.267
S -0.524 0.122 1.101
H 3.505 0.703 -0.595
H 1.898 -1.012 1.643
H 0.603 -0.132 -1.171
H -1.634 2.131 0.545
H -0.443 2.400 1.804
H -1.104 -1.560 -2.359
H -1.984 -1.761 -0.872
H -1.686 -0.499 1.282

=====

Per-record E_tot, a.u.: -877.8920; -593.3775; -593.2960; -593.2557